Record 1
ORCA calculation (ωB97M-V/def2-TZVPD) on a structure of composition C14H15BrCrN2O6S3Se.

The geometry in XYZ format:
```
43
Properties=species:S:1:pos:R:3:forces:R:3:lowdin_charge:R:1
Cr 0.210 0.333 -1.216 -0.55 -0.05 -0.70 0.39
O 3.074 3.467 2.327 0.03 -0.04 0.05 0.07
C 2.483 2.420 1.695 0.08 -0.03 0.19 -0.28
C 2.408 1.153 2.317 0.07 0.14 0.03 0.02
C 1.792 0.125 1.660 0.01 -0.11 -0.16 -0.08
N 1.268 0.379 0.456 0.32 0.01 0.13 -0.04
C 1.390 1.515 -0.138 -0.01 -0.01 0.25 -0.28
Br -1.172 3.945 -1.605 -0.13 0.19 -0.06 0.06
C 1.963 2.633 0.439 0.08 0.06 -0.36 0.03
H 3.468 3.161 3.151 -0.03 0.02 -0.03 0.10
H 2.846 0.990 3.295 0.00 0.03 -0.03 0.11
H 1.724 -0.878 2.058 -0.02 -0.01 -0.03 0.13
H 2.052 3.585 -0.065 -0.04 -0.03 0.03 0.13
O -1.181 1.444 0.113 -0.20 -0.57 -0.16 -0.23
C -1.823 1.011 1.306 0.08 0.03 -0.07 -0.21
C -3.116 0.255 1.039 0.02 0.03 -0.07 -0.15
C -2.965 -0.698 -0.147 0.07 -0.08 0.13 -0.16
C -1.885 -1.730 0.052 0.08 -0.01 -0.14 -0.25
C -2.201 -2.919 0.701 -0.03 0.00 -0.02 -0.02
C -1.246 -3.909 0.845 -0.01 -0.01 0.00 -0.06
C 0.019 -3.685 0.333 -0.01 -0.02 0.03 -0.04
C 0.290 -2.474 -0.275 -0.03 0.15 0.07 -0.08
N -0.637 -1.505 -0.407 -0.08 -0.14 0.06 0.05
H -1.593 2.224 -0.314 0.07 0.20 -0.04 -0.07
H -1.998 1.870 1.955 0.01 0.05 0.02 0.13
H -1.103 0.362 1.806 0.05 -0.04 0.01 0.11
H -3.924 0.958 0.820 0.01 -0.01 0.00 0.12
H -3.390 -0.292 1.946 -0.03 0.03 0.01 0.12
H -2.749 -0.113 -1.034 -0.04 0.00 -0.04 0.02
H -3.907 -1.220 -0.321 -0.02 -0.01 0.03 0.12
H -3.210 -3.057 1.069 0.02 -0.01 -0.03 0.11
H -1.492 -4.841 1.341 0.01 0.02 -0.02 0.11
H 0.807 -4.423 0.405 -0.01 0.02 0.00 0.11
H 1.293 -2.245 -0.630 -0.04 0.00 0.00 0.07
S -0.915 1.777 -5.415 0.06 0.03 0.03 0.55
C -0.644 1.322 -3.872 -0.40 -0.01 -0.19 -1.73
S -1.398 0.047 -3.000 0.22 0.07 0.12 0.64
S 0.493 2.104 -2.819 0.24 -0.08 0.32 0.60
O 3.390 0.958 -1.681 -0.06 -0.30 0.04 -0.48
Se 3.086 -0.619 -1.977 0.61 0.09 0.06 0.81
O 3.212 -1.550 -0.635 -0.08 0.10 -0.13 -0.50
O 1.381 -0.664 -2.342 0.03 0.28 0.62 -0.59
O 3.899 -1.215 -3.235 -0.38 0.01 0.06 -0.47
```
Positions in Å, forces in eV/Å.

The expectation value of S² is 3.9314. The spin multiplicity is 4. Its HOMO energy (spin up / spin down) is -5.17 / -5.41 eV. The value obtained for the calculated total energy is -8317.9383 Eh. The LUMO energy (spin up / spin down) is 2.114 / 0.824 eV. As for the charge: -1. For the energy above the lowest of the compared OMol25 structures with the same formula, charge and spin, the calculation gives 298.49 kJ/mol. For the gap between HOMO and LUMO (spin up / spin down), the calculation gives 7.28 / 6.23 eV.

Record 2
ORCA calculation (ωB97M-V/def2-TZVPD) on a cluster of 3 separate species, C5H12O2 in total at a distorted geometry.

The geometry in XYZ format:
```
19
Properties=species:S:1:pos:R:3:forces:R:3:lowdin_charge:R:1
C -0.248 1.525 -3.857 -0.36 -0.29 0.43 -0.04
C 0.253 1.034 -2.525 0.38 2.36 -2.91 -0.01
C -0.584 0.442 -1.642 0.66 -0.97 3.43 0.01
C -0.257 0.049 -0.281 -2.50 -0.57 -2.35 -0.07
C 0.909 0.336 0.261 2.97 0.92 1.47 0.15
H 0.410 1.162 -4.659 0.01 0.04 0.14 0.11
H -0.236 2.654 -3.966 -0.01 -1.15 0.43 0.14
H -1.245 1.107 -3.995 -0.06 0.44 -0.40 0.09
H 1.288 1.365 -2.452 0.04 -0.67 1.10 0.14
H -1.587 0.204 -1.848 -1.13 -0.08 -1.09 0.12
H -1.011 -0.540 0.249 0.26 0.21 -0.11 0.14
H 1.247 -0.085 1.224 -0.23 0.36 -0.51 0.10
H 1.565 1.044 -0.268 -0.05 -0.53 0.45 0.10
H 2.787 -2.567 1.601 -1.92 0.13 0.85 0.08
H 1.470 -2.340 0.839 0.54 -0.54 2.46 0.06
O 1.800 -2.441 1.806 1.40 0.34 -3.39 -0.12
H -2.250 -0.339 7.016 -0.34 -1.89 -1.08 0.07
H -1.816 -1.403 5.929 0.54 0.07 -0.25 0.01
O -2.495 -1.208 6.565 -0.19 1.82 1.34 -0.08
```
Positions in Å, forces in eV/Å.

The expectation value of S² is 0.7723. The spin multiplicity is 2. Its HOMO energy (spin up / spin down) is -13.17 / -13.17 eV. The value obtained for the calculated total energy is -347.8001 Eh. The LUMO energy (spin up / spin down) is -5.344 / -8.333 eV. As for the charge: +1. For the energy above the lowest of the compared OMol25 structures with the same formula, charge and spin, the calculation gives 88.38 kJ/mol. For the gap between HOMO and LUMO (spin up / spin down), the calculation gives 7.83 / 4.84 eV.

Number 2 is which compound? C5H12O2

What is the formula in the first record? C14H15BrCrN2O6S3Se

Among the records above, which one has the lowest calculated total energy? C14H15BrCrN2O6S3Se

Which of these has the lowest charge? C14H15BrCrN2O6S3Se